1.
Below is 10 unconnected molecules or ions with the total composition C65H120N10O5 in a non-equilibrium geometry, with properties calculated with wB97M-V/def2-TZVPD.

F_max   0.103 hartree/bohr
Electronic energy   -94477.918 eV
M   1121.74 g mol⁻¹
E_HOMO   -8.207 eV
SMILES   CC1(C)CCCC(C)(C)N1O.CC1(C)CCCC(C)(C)N1O.CC1(C)CCCC(C)(C)N1O.CC1(C)CCCC(C)(C)N1O.CC1(C)CCCC(C)(C)N1O.c1cc[nH]c1.c1cc[nH]c1.c1cc[nH]c1.c1cc[nH]c1.c1cc[nH]c1

ORCA input file:
```
! RIJCOSX wB97M-V def2-TZVPD def2/J DEFGRID3
* xyz 0 1
C 0.6493 5.8493 5.3573
C 0.0990 4.5494 5.9019
C -1.4207 4.7427 5.8717
C -2.2644 3.4264 6.0263
C -1.8537 2.4677 4.9908
C -0.3572 2.1626 5.0103
N 0.3922 3.4262 5.0064
O 1.8375 3.2506 5.0033
C -0.1694 1.1916 6.2002
C -0.0106 1.3795 3.6765
C 0.3706 4.3581 7.3805
H 0.4699 6.6387 6.0871
H 0.1455 6.1733 4.4466
H 1.7282 5.8284 5.2035
H -1.8010 5.5291 6.5237
H -1.7251 5.0650 4.8759
H -3.2605 3.7976 5.7855
H -2.1217 3.0870 7.0522
H -2.2645 2.6825 4.0043
H -2.3775 1.5127 5.0339
H -0.5266 1.5981 7.1464
H -0.4809 0.1586 6.0454
H 0.8804 0.9845 6.4076
H 1.0194 1.2177 3.3588
H -0.4802 0.4074 3.5261
H -0.4108 1.9709 2.8530
H -0.1429 3.5017 7.8175
H 0.1425 5.2161 8.0129
H 1.4349 4.1958 7.5504
H 1.9984 3.9037 4.3184
C -1.6921 -5.0600 -0.5402
C -2.0777 -5.3023 -1.9845
C -1.3075 -4.2395 -2.7397
C -1.3833 -4.4155 -4.2081
C -0.7698 -5.8275 -4.5666
C -1.4237 -7.0259 -3.7634
N -1.7222 -6.7126 -2.3340
O -2.4608 -7.7309 -1.5699
C -2.7550 -7.3343 -4.4720
C -0.5006 -8.3135 -3.7463
C -3.6173 -5.0233 -2.0496
H -2.3736 -5.6628 0.0601
H -2.0724 -4.1294 -0.1189
H -0.6369 -5.2614 -0.3560
H -1.6797 -3.2689 -2.4117
H -0.2537 -4.1408 -2.4790
H -0.9706 -3.5408 -4.7108
H -2.3734 -4.4954 -4.6568
H 0.3093 -5.8512 -4.4143
H -0.8757 -5.9713 -5.6419
H -3.4907 -6.5342 -4.3904
H -2.5237 -7.5756 -5.5094
H -3.1509 -8.1814 -3.9118
H -0.9986 -9.2030 -3.3603
H -0.0954 -8.6396 -4.7041
H 0.4094 -8.0862 -3.1911
H -3.7974 -3.9487 -2.0815
H -4.1527 -5.4094 -1.1821
H -4.1181 -5.4494 -2.9189
H -3.2574 -7.8690 -2.0877
C -0.2718 0.5456 -3.9357
C 0.8382 1.5483 -4.2385
C 2.1069 0.8437 -3.5492
C 3.4695 1.3464 -4.0931
C 3.4258 1.4710 -5.6080
C 2.2597 2.2742 -6.1954
N 1.0154 1.6393 -5.7600
O -0.1698 2.0719 -6.3551
C 2.4191 3.8293 -6.0467
C 2.2742 1.9492 -7.7413
C 0.4937 2.8296 -3.3950
H -1.2264 0.7860 -4.4037
H -0.5409 0.6046 -2.8811
H -0.1246 -0.4978 -4.2144
H 2.0792 0.7904 -2.4609
H 2.0409 -0.2337 -3.7009
H 4.1397 0.5529 -3.7624
H 3.6932 2.2877 -3.5912
H 3.5899 0.5279 -6.1292
H 4.3510 1.9901 -5.8584
H 3.1779 4.3069 -6.6666
H 1.5165 4.4189 -6.2073
H 2.6407 3.9939 -4.9922
H 2.2098 0.8802 -7.9442
H 1.4644 2.4619 -8.2604
H 3.2038 2.2500 -8.2245
H 0.1533 2.6307 -2.3788
H -0.1264 3.5221 -3.9643
H 1.4204 3.3916 -3.2793
H -0.5510 1.2884 -6.7581
C 3.3926 7.6244 0.0571
C 2.8081 6.9383 1.3233
C 1.2565 6.7765 1.1484
C 0.8771 5.7252 0.1498
C 1.4612 4.3404 0.6371
C 3.0153 4.4190 0.8405
N 3.4526 5.6096 1.6240
O 4.7808 5.6481 1.8146
C 3.3613 3.0905 1.6438
C 3.7205 4.3490 -0.5958
C 3.0577 7.9379 2.4594
H 4.4483 7.8915 0.1036
H 2.8568 8.5735 0.0375
H 3.0978 7.1133 -0.8594
H 0.7518 6.7980 2.1142
H 0.8765 7.7197 0.7558
H 1.2205 6.0812 -0.8215
H -0.2095 5.7042 0.0667
H 1.2920 3.7107 -0.2363
H 0.9607 3.9114 1.5051
H 2.9767 3.1114 2.6635
H 2.9995 2.2105 1.1119
H 4.4433 2.9895 1.7287
H 3.4828 5.1455 -1.3009
H 4.7883 4.4488 -0.4009
H 3.4572 3.4093 -1.0812
H 4.1099 8.2226 2.4592
H 2.8811 7.3964 3.3887
H 2.3872 8.7961 2.5042
H 4.7675 5.5080 2.7642
C 5.0009 -5.3671 1.3236
C 4.0984 -4.7829 0.2661
C 2.7218 -4.7596 1.0396
C 1.5381 -3.9119 0.4684
C 2.1155 -2.5205 0.2070
C 3.3857 -2.4740 -0.6790
N 4.4055 -3.3980 -0.0935
O 5.5735 -3.3804 -0.8398
C 3.0450 -2.7082 -2.2326
C 3.9779 -1.0595 -0.6078
C 4.0065 -5.7194 -1.0064
H 5.0806 -4.6842 2.1693
H 5.9906 -5.4485 0.8743
H 4.6665 -6.3203 1.7332
H 2.3439 -5.7796 1.1095
H 2.8063 -4.5904 2.1130
H 0.6231 -3.8146 1.0526
H 1.1148 -4.2405 -0.4808
H 2.4216 -1.9974 1.1129
H 1.2165 -2.0519 -0.1935
H 3.2997 -3.7410 -2.4703
H 1.9973 -2.5858 -2.5070
H 3.5517 -2.0613 -2.9489
H 4.8137 -0.9512 -1.2990
H 3.1786 -0.3226 -0.6868
H 4.4412 -0.8372 0.3535
H 4.5260 -6.6538 -0.7936
H 4.6240 -5.4336 -1.8579
H 2.9490 -5.8197 -1.2507
H 5.1663 -3.7389 -1.6319
N 0.6169 -2.4620 4.5866
C -0.3041 -2.7960 3.5827
C -1.1423 -3.8210 4.0833
C -0.7422 -4.0141 5.3946
C 0.2473 -3.1353 5.7201
H 1.4569 -1.9020 4.6158
H -0.2789 -2.1907 2.6886
H -1.9129 -4.2540 3.4628
H -1.1197 -4.7486 6.0905
H 0.7385 -2.9930 6.6713
N -5.4339 -0.4149 -1.5689
C -5.3175 0.7092 -2.3789
C -5.1759 0.2798 -3.7064
C -5.1537 -1.1420 -3.6587
C -5.4217 -1.5208 -2.3401
H -5.6510 -0.4283 -0.5826
H -5.3041 1.7248 -2.0117
H -5.0089 0.9056 -4.5707
H -5.0284 -1.8369 -4.4759
H -5.5952 -2.4640 -1.8435
N -4.0350 -2.2528 2.5486
C -4.4005 -2.7778 3.8113
C -5.7721 -2.5725 3.8557
C -6.2005 -1.9656 2.6388
C -5.1114 -1.7751 1.8569
H -3.1398 -2.4459 2.1228
H -3.6942 -3.3142 4.4276
H -6.3670 -2.8503 4.7132
H -7.2097 -1.6882 2.3724
H -4.9797 -1.3273 0.8830
N -6.1689 2.9900 0.5950
C -6.0426 2.0162 1.5335
C -4.7098 1.8659 1.8441
C -4.0181 2.6922 0.8658
C -4.9647 3.3544 0.0913
H -7.1101 3.2638 0.3515
H -6.9277 1.6603 2.0397
H -4.3438 1.3068 2.6925
H -2.9572 2.8935 0.8841
H -4.7289 4.0494 -0.7010
N -1.9960 0.2734 -0.9910
C -2.0422 -1.1480 -0.8406
C -1.1809 -1.4018 0.1989
C -0.5819 -0.1189 0.5990
C -1.0650 0.8701 -0.2420
H -2.5574 0.6675 -1.7323
H -2.6413 -1.7592 -1.4994
H -0.8805 -2.3435 0.6339
H 0.1370 0.0005 1.3961
H -0.8910 1.9249 -0.3953
*
```

2.
Below is 2 unconnected molecules or ions with the total composition C14H19ClN2O4 in a non-equilibrium geometry, with properties calculated with wB97M-V/def2-TZVPD.

F_max   0.028 hartree/bohr
Electronic energy   -38520.269 eV
M   314.77 g mol⁻¹
E_HOMO   -8.061 eV
SMILES   CNC(=O)[C@@H]1CCCN1C(C)=O.Oc1ccc(Cl)cc1O
ΔE to the lowest compared entry with this formula, charge and spin   58.63 kJ/mol

ORCA input file:
```
! RIJCOSX wB97M-V def2-TZVPD def2/J DEFGRID3
* xyz 0 1
O 1.3175 -0.9785 -1.4014
O -3.0767 -1.1498 -0.8091
Cl 3.9937 1.8745 2.3282
O 2.0315 3.4239 -3.0298
O 2.8867 0.8374 -2.5576
C 0.3450 -1.4385 -0.7995
C -2.6995 -1.6852 0.2260
C 2.9516 3.6421 0.5195
C 2.4885 4.0101 -0.7504
C 3.4483 1.4253 -0.3059
C 3.4363 2.3486 0.7440
C 2.4977 3.0813 -1.7923
C 2.9653 1.7802 -1.5667
N -3.3759 -2.6937 0.7895
N -0.3361 -0.7366 0.1313
C -0.0683 -2.8680 -1.1071
C -4.5997 -3.2623 0.2280
C 0.0581 0.6036 0.5380
C -0.5298 0.8135 1.9284
C -1.8180 0.0000 1.8628
C -1.4499 -1.1960 0.9745
H 2.1496 2.6508 -3.6123
H 2.3845 0.0583 -2.2077
H 2.9406 4.3606 1.3333
H 2.1168 5.0128 -0.9374
H 3.8077 0.4170 -0.1336
H -3.0307 -3.0759 1.6553
H -0.1352 -3.4444 -0.1873
H 0.6786 -3.3193 -1.7592
H -1.0270 -2.8602 -1.6234
H -4.3944 -3.6673 -0.7649
H -4.9814 -4.0566 0.8708
H -5.3572 -2.4815 0.1308
H -0.3563 1.3335 -0.1594
H 1.1390 0.6999 0.5846
H -0.7223 1.8672 2.1336
H 0.1386 0.3882 2.6787
H -2.1455 -0.3179 2.8531
H -2.5929 0.6009 1.3819
H -1.0787 -1.9981 1.6128
*
```